A molecular structure, C9H24BBrF7N2O7SV. Source: the OMol25 dataset; level of theory: ωB97M-V/def2-TZVPD.

```
53
Properties=species:S:1:pos:R:3:forces:R:3
O 1.596554 0.416544 2.413808 0.2055 -2.0595 -0.5749
V 1.168084 -1.105456 2.225728 -3.9304 1.7437 -0.2897
O 0.556244 -1.064786 0.682668 1.4515 -0.3744 2.3221
B 2.743824 -0.347636 5.422488 0.1927 -1.0533 1.5345
F 3.711304 0.170064 4.638928 2.0203 0.5651 -1.4109
F 1.751174 -0.849656 4.606398 -1.6459 -1.6788 -2.0340
F 3.182784 -1.354646 6.282858 0.7330 -0.8248 -0.1660
F 2.202514 0.588304 6.201048 -1.1837 2.4683 1.4404
C 3.296234 0.972524 -1.888342 -0.3305 0.7482 0.0654
C 3.576584 -0.463826 -2.204002 0.2155 0.4272 0.8799
C 2.308954 -1.306406 -2.179892 1.2004 -0.8643 -0.1113
O 1.311614 -0.693536 -2.928162 -0.7397 0.4441 0.1124
C 0.177204 -1.535806 -3.041862 -0.6046 -0.9927 -0.9176
N 4.369544 -0.613246 -3.478872 0.0683 0.0232 -1.1582
H 3.900264 -0.385486 -4.343742 -1.0791 -0.1753 -0.2810
H 5.178364 -0.016726 -3.579282 0.5461 0.5155 0.8524
H 4.729224 -1.553076 -3.565192 -0.0450 -0.5874 -0.0488
H 4.177544 1.602594 -2.008252 -0.0090 0.0696 -0.0022
H 2.989924 1.031464 -0.843922 0.1103 -0.0828 0.1191
H 2.449484 1.374524 -2.444682 0.2072 -0.0349 -0.2621
H 4.339954 -0.782906 -1.494382 -0.4749 -0.5055 0.3705
H 2.044694 -1.522156 -1.144652 -0.3045 0.3961 0.2527
H 2.531264 -2.284396 -2.606742 0.1252 -0.4258 -0.1911
H -0.738946 -1.019336 -3.328272 0.2536 0.7082 0.4340
H -0.031396 -2.192816 -2.197512 0.2395 0.4722 0.5233
H 0.287664 -2.221026 -3.882322 0.4759 -0.2100 -0.2237
C -1.136066 2.476674 -1.071242 0.2612 -0.1105 0.0049
C -2.262916 1.601104 -1.445582 -2.0546 -1.8444 0.4785
C -2.471596 0.310944 -0.509852 -1.2962 0.5582 -0.7176
O -3.774806 -0.341036 -0.670762 1.3151 0.6487 -0.8497
C -3.855556 -1.288786 -1.776722 0.1755 0.1615 1.4669
N -3.593856 2.454124 -1.389022 0.8740 -0.6073 -0.3012
H -3.891916 2.570544 -0.431052 -0.1300 -0.1551 0.6050
H -3.473206 3.379494 -1.775332 0.3761 0.4095 -0.1392
H -4.359076 2.044784 -1.905702 -0.2724 -0.6281 0.0080
H -1.066456 3.279114 -1.805642 0.2927 0.2098 0.1978
H -0.254606 1.839224 -1.140452 0.2577 0.2603 0.2190
H -1.256756 2.846444 -0.053002 0.2634 0.1032 -0.0047
H -2.172056 1.224384 -2.464372 -0.2518 0.3822 -0.1796
H -2.430736 0.642354 0.527738 0.0850 -0.2349 0.1168
H -1.651276 -0.371166 -0.733212 0.1015 -0.0382 0.2225
H -4.839276 -1.753506 -1.710172 -0.2344 0.6324 -0.3805
H -3.216986 -2.154156 -1.599342 0.6240 0.2481 -0.0409
H -3.622556 -0.788406 -2.716622 -0.2411 -0.2337 -0.2212
C -1.979126 1.089434 4.406538 1.6081 -4.1699 -0.5492
F -2.787956 1.340044 3.398528 -1.0044 1.3926 -1.3756
F -0.812346 1.704184 4.213788 -0.0773 0.1832 -0.1572
F -2.497046 1.473124 5.514538 -0.9387 1.0284 1.6447
S -1.832296 -0.897906 4.355718 -0.9350 0.9849 4.1949
O -3.141466 -1.334836 3.867688 1.2716 0.4797 0.4354
O -0.774206 -1.058126 3.396388 2.5805 -0.2232 -2.8733
O -1.422926 -1.251406 5.737368 -1.2021 0.5435 -2.7477
Br 0.766424 -3.879746 2.465948 0.8538 1.3074 -0.2920
```
Forces are in eV/Å.

- LUMO: -2.11 eV
- Frontier orbital gap: 5.29 eV
- HOMO: -7.404 eV
- Electronic energy: -153299.6072 eV
- ΔE to the lowest compared entry with this formula, charge and spin: 56.7 kcal/mol

---

A molecular structure, C2H23O10V. Source: the OMol25 dataset; level of theory: ωB97M-V/def2-TZVPD.

```
36
Properties=species:S:1:pos:R:3:forces:R:3
V -4.309280 19.881400 -11.685930 1.8736 -2.2581 2.9844
C -1.971840 19.120230 -8.221740 -0.0643 -0.3370 0.9993
C -1.717620 18.946490 -9.702290 -0.1820 1.3505 -0.9151
O -2.903260 18.747950 -10.485220 -2.3692 0.9908 -1.2876
H -2.196800 18.149160 -7.780700 0.0659 -0.2539 0.0916
H -2.756470 19.770120 -7.834300 -0.3702 0.2992 -0.8858
H -1.135880 19.497070 -7.632460 0.5470 -0.1787 -0.4522
H -1.026880 18.121720 -9.877570 -0.0919 -0.2509 0.0501
H -1.249380 19.810260 -10.174240 0.4666 0.2540 0.4879
O -5.847590 19.157480 -10.310940 0.1014 1.0490 -1.6964
H -5.721600 18.616940 -9.531080 0.8306 -0.8131 1.2137
H -6.797300 19.247230 -10.389850 -0.4507 0.1765 -0.2211
O -4.728460 19.804720 -6.014370 0.2367 0.2674 0.2466
H -4.622060 19.209020 -6.756020 -0.1180 -0.3044 -0.1537
H -5.565130 20.241050 -6.175130 -0.2046 0.1616 0.1109
O 1.571340 16.985310 -9.752410 0.1368 0.5117 -0.8164
H 1.638970 16.099720 -10.109330 0.0832 -0.2752 -0.0582
H 1.110210 16.874390 -8.920970 -0.1682 -0.1964 0.5472
O 0.399560 15.973710 -7.505440 -0.1826 0.0445 -0.0447
H -0.477840 16.120180 -7.151980 -0.2421 0.0373 0.0749
H 0.890020 15.589610 -6.778710 0.3012 -0.1131 0.1788
O 1.348030 18.858030 -11.965920 -0.1710 0.3656 -0.4692
H 1.276100 18.161450 -11.313370 0.2078 -0.4998 0.7885
H 0.494790 18.869670 -12.399590 -0.1629 -0.1889 -0.3457
O -0.282680 22.641710 -9.087550 -0.5846 0.1234 0.2545
H 0.597840 22.960950 -8.890060 0.2276 0.0976 -0.0997
H -0.210540 21.688850 -9.032030 0.2025 -0.1680 -0.1183
O -2.913580 16.152870 -11.753480 0.0301 -0.3193 -0.4041
H -2.693300 16.974710 -11.314960 0.0544 0.5525 0.3403
H -3.856440 16.055110 -11.620480 -0.2027 -0.2067 0.0627
O 1.388480 21.561300 -11.400630 -0.3305 0.7832 0.1415
H 1.173730 20.661790 -11.647620 0.3609 -0.5553 0.0094
H 2.283380 21.510800 -11.064740 0.2303 -0.0758 -0.0414
O -4.888650 17.859730 -8.080390 -0.4724 0.1738 -0.4087
H -4.059120 17.873160 -8.557810 0.6771 0.1061 -0.4029
H -4.917380 16.993790 -7.673500 -0.2659 -0.3500 0.2389
```
Forces are in eV/Å.

- LUMO (spin up / spin down): -6.21 / -6.07 eV
- <S²>: 3.77
- Frontier orbital gap (spin up / spin down): 6.40 / 6.54 eV
- HOMO (spin up / spin down): -12.607 / -12.608 eV
- Electronic energy: -48601.0412 eV
- Spin multiplicity: 4
- ΔE to the lowest compared entry with this formula, charge and spin: 30.4 kcal/mol
- Total charge: +1

---

A single C5H6N2 molecule. Source: the OMol25 dataset; level of theory: ωB97M-V/def2-TZVPD.

```
13
Properties=species:S:1:pos:R:3:forces:R:3
C -2.472670 -0.014260 0.207546 2.6514 3.7938 -2.8405
C -0.886394 0.011119 -0.111298 0.7420 2.3456 -0.2724
C 1.175704 1.118024 0.006958 -0.7680 -2.8674 -0.2653
C 1.851226 -0.069755 0.172868 1.3741 -1.6065 0.4683
C 1.071968 -1.201182 0.028784 1.3090 1.3130 -0.5248
H -2.705786 -0.665158 0.992281 -0.2205 -1.3419 0.6684
H -2.591743 1.037375 0.577540 -0.4568 -0.8309 -0.3059
H -3.035178 -0.101967 -0.775581 0.5190 -0.2567 1.4893
H 1.719784 1.930485 0.025586 2.5560 4.6047 -0.1751
H 3.015982 -0.099158 0.355515 -2.7100 -0.0365 -0.2278
H 1.802814 -2.038965 0.199236 -2.2922 -0.5814 -0.7616
N -0.075915 1.238516 -0.178298 -5.1071 -1.5789 0.9130
N -0.301925 -1.113699 -0.279377 2.4031 -2.9568 1.8343
```
Forces are in eV/Å.

- LUMO: 0.79 eV
- Frontier orbital gap: 10.01 eV
- HOMO: -9.220 eV
- Electronic energy: -8260.3074 eV
- ΔE to the lowest compared entry with this formula, charge and spin: 47.3 kcal/mol
- SMILES: Cc1ncccn1